--- 1 ---
The following is a DFT calculation (ωB97M-V/def2-TZVPD) of a 14-piece molecular cluster, C69H177N17O25 overall.

Geometry as XYZ:
```
288
C69H177N17O25 (ωB97M-V/def2-TZVPD)
C 15.538 20.470 23.428
O 14.879 21.147 22.627
N 15.844 20.787 24.786
N 16.021 19.118 23.042
H 15.447 21.598 25.251
H 16.229 19.967 25.254
H 16.858 18.837 23.492
H 15.855 18.953 22.065
C 11.996 21.703 20.152
O 10.846 21.710 19.715
N 12.299 21.846 21.518
N 13.137 21.547 19.296
H 11.601 21.827 22.230
H 13.263 21.828 21.772
H 12.957 21.585 18.307
H 14.018 21.994 19.481
C 16.056 21.208 16.444
O 15.535 22.116 17.068
N 16.083 21.160 15.016
N 16.773 20.110 17.155
H 16.409 20.392 14.461
H 15.459 21.698 14.467
H 16.816 19.262 16.608
H 16.602 19.926 18.123
C 18.585 23.485 20.287
O 17.523 23.564 21.220
C 16.216 23.560 20.592
C 16.150 24.686 19.644
N 16.281 25.930 20.362
C 15.982 27.046 19.473
C 16.099 28.435 20.066
O 17.383 28.779 20.436
C 17.504 28.939 21.821
H 19.417 23.075 20.876
H 18.844 24.491 19.879
H 18.377 22.832 19.409
H 15.375 23.756 21.274
H 16.126 22.577 20.057
H 15.183 24.617 19.177
H 16.914 24.621 18.852
H 17.206 26.041 20.747
H 14.979 27.092 19.041
H 16.668 26.940 18.609
H 15.448 28.582 20.939
H 15.725 29.146 19.303
H 18.564 29.106 22.037
H 17.133 28.066 22.374
H 16.903 29.794 22.179
C 13.978 16.479 22.765
O 13.292 15.291 22.481
C 12.405 14.994 23.496
C 11.694 13.729 23.211
N 12.685 12.672 23.010
C 12.296 11.891 21.839
C 13.368 10.991 21.296
O 14.569 11.718 21.027
C 14.341 12.670 19.993
H 13.340 17.370 22.639
H 14.839 16.532 22.066
H 14.356 16.507 23.787
H 11.699 15.825 23.503
H 12.869 14.851 24.501
H 11.086 13.895 22.291
H 11.009 13.413 24.010
H 13.520 13.170 22.721
H 11.909 12.488 20.968
H 11.367 11.335 22.174
H 12.904 10.458 20.464
H 13.687 10.253 22.032
H 13.813 12.237 19.128
H 15.330 13.013 19.704
H 13.776 13.536 20.341
C 18.001 19.881 20.436
O 18.768 18.830 20.959
C 19.051 17.848 19.999
C 20.024 16.854 20.494
N 19.542 15.889 21.481
C 18.706 14.888 20.863
C 18.278 13.871 21.886
O 17.436 14.573 22.830
C 16.943 13.732 23.851
H 17.647 20.489 21.262
H 17.141 19.481 19.860
H 18.616 20.474 19.743
H 19.583 18.322 19.146
H 18.111 17.422 19.586
H 20.854 17.424 20.909
H 20.428 16.355 19.587
H 19.013 16.375 22.200
H 19.288 14.269 20.179
H 17.860 15.363 20.352
H 19.158 13.475 22.401
H 17.739 13.037 21.410
H 16.757 14.346 24.740
H 17.700 12.991 24.152
H 16.017 13.223 23.570
C 8.343 29.791 28.437
O 8.256 28.532 27.830
C 8.471 27.447 28.745
C 8.193 26.184 27.917
N 9.280 25.858 27.012
C 9.301 26.527 25.753
C 10.132 25.858 24.691
O 9.670 24.604 24.278
C 10.161 24.131 23.001
H 7.551 29.839 29.208
H 8.181 30.580 27.689
H 9.336 29.918 28.897
H 7.846 27.625 29.684
H 9.543 27.302 29.006
H 7.265 26.301 27.333
H 8.038 25.297 28.559
H 9.386 24.860 26.968
H 9.711 27.544 25.891
H 8.293 26.688 25.307
H 11.186 25.747 25.035
H 10.164 26.591 23.864
H 10.060 24.944 22.273
H 9.593 23.253 22.653
H 11.216 23.866 23.150
C 21.322 18.891 29.062
O 19.916 18.894 28.743
C 19.580 19.968 27.903
C 18.188 19.832 27.304
N 18.150 18.988 26.085
C 18.562 17.624 26.315
C 18.567 16.842 25.015
O 19.387 17.513 24.108
C 20.752 17.282 24.361
H 21.583 19.876 29.478
H 21.945 18.725 28.151
H 21.490 18.105 29.806
H 20.313 20.100 27.080
H 19.555 20.936 28.416
H 17.813 20.824 27.027
H 17.472 19.387 27.993
H 18.841 19.362 25.424
H 17.847 17.116 26.999
H 19.563 17.537 26.779
H 17.543 16.808 24.632
H 18.897 15.820 25.211
H 20.953 16.196 24.463
H 21.009 17.755 25.297
H 21.292 17.715 23.512
C 13.499 23.543 24.567
O 14.454 23.178 25.592
C 15.165 24.402 25.918
C 16.413 24.145 26.666
N 17.499 23.910 25.733
C 18.819 23.934 26.369
C 19.902 23.522 25.321
O 20.028 22.150 25.361
C 20.963 21.708 24.416
H 14.061 23.946 23.706
H 12.783 24.270 24.975
H 12.955 22.650 24.220
H 14.577 25.085 26.538
H 15.424 24.913 24.980
H 16.275 23.348 27.440
H 16.614 25.093 27.202
H 17.338 23.007 25.283
H 18.930 23.184 27.182
H 19.021 24.920 26.807
H 20.909 23.977 25.498
H 19.565 23.882 24.320
H 21.152 20.632 24.523
H 21.918 22.261 24.605
H 20.632 21.916 23.390
C 13.670 18.459 28.137
O 13.551 17.149 27.627
C 14.809 16.778 27.046
C 14.842 15.309 26.617
N 15.675 14.502 27.558
C 15.479 13.099 27.267
C 16.461 12.318 28.100
O 17.751 12.764 27.772
C 18.802 12.231 28.643
H 14.353 18.548 29.016
H 12.648 18.782 28.451
H 13.999 19.195 27.363
H 15.666 17.004 27.692
H 14.823 17.440 26.161
H 15.138 15.286 25.544
H 13.856 14.846 26.687
H 16.656 14.710 27.359
H 15.584 12.912 26.183
H 14.474 12.741 27.556
H 16.351 11.224 27.997
H 16.247 12.617 29.152
H 18.775 11.129 28.640
H 18.645 12.574 29.666
H 19.755 12.584 28.256
C 17.028 16.740 32.046
O 18.130 17.608 32.289
C 17.704 18.982 32.377
C 17.304 19.512 31.031
N 16.926 20.924 31.203
C 16.007 21.286 30.085
C 15.519 22.686 30.350
O 16.648 23.533 30.222
C 16.319 24.911 30.368
H 17.340 15.730 32.341
H 16.682 16.761 30.980
H 16.177 17.049 32.678
H 18.519 19.644 32.728
H 16.874 19.148 33.073
H 16.418 18.993 30.637
H 18.100 19.374 30.302
H 17.748 21.523 31.074
H 15.105 20.646 30.076
H 16.475 21.169 29.085
H 15.099 22.771 31.372
H 14.730 23.010 29.620
H 15.492 25.207 29.704
H 17.212 25.472 30.099
H 16.029 25.172 31.394
C 11.749 15.051 19.052
O 11.045 15.764 20.051
C 11.447 17.129 19.906
C 10.514 18.035 20.627
N 10.754 18.190 22.079
C 9.740 19.089 22.569
C 9.908 19.257 24.004
O 11.187 19.992 24.061
C 12.218 19.364 24.881
H 12.824 15.265 19.133
H 11.388 15.299 18.036
H 11.587 13.979 19.193
H 11.518 17.410 18.838
H 12.458 17.221 20.317
H 9.484 17.717 20.471
H 10.609 19.016 20.129
H 11.680 18.601 22.215
H 8.745 18.658 22.406
H 9.777 20.026 22.003
H 9.923 18.260 24.441
H 9.063 19.841 24.387
H 12.990 18.943 24.218
H 11.908 18.574 25.590
H 12.668 20.178 25.453
C 16.246 15.429 18.095
O 15.111 15.146 17.260
C 15.269 13.947 16.534
C 14.104 13.760 15.560
N 14.478 14.365 14.285
C 13.439 14.458 13.290
C 12.921 13.135 12.786
O 13.937 12.490 12.030
C 13.651 11.193 11.641
H 16.453 14.547 18.731
H 15.992 16.244 18.774
H 17.133 15.695 17.501
H 15.244 13.154 17.318
H 16.234 13.849 15.973
H 13.260 14.234 16.064
H 13.905 12.674 15.525
H 15.301 13.912 13.916
H 13.764 15.027 12.406
H 12.580 14.956 13.743
H 12.133 13.269 12.054
H 12.511 12.413 13.530
H 13.549 10.549 12.571
H 14.431 10.768 10.991
H 12.673 11.078 11.115
C 14.579 28.368 28.468
O 14.208 27.071 28.732
C 12.870 26.826 28.922
C 12.672 25.387 29.279
N 11.219 25.195 29.403
C 10.877 23.826 29.750
C 11.227 22.820 28.710
O 10.546 23.216 27.551
C 10.576 22.178 26.605
H 14.182 28.724 27.508
H 15.671 28.450 28.459
H 14.169 29.049 29.222
H 12.318 27.139 28.014
H 12.509 27.457 29.763
H 13.235 25.210 30.212
H 13.193 24.772 28.497
H 10.831 25.452 28.488
H 9.784 23.852 29.874
H 11.312 23.482 30.696
H 10.797 21.942 29.221
H 12.313 22.647 28.591
H 11.610 21.848 26.388
H 10.148 22.613 25.681
H 9.971 21.316 26.903
```

## Properties
**2S+1**: 1
**Orbital gap**: 8.7 eV
**E_HOMO**: -8.4 eV



--- 2 ---
The following is a DFT calculation (ωB97M-V/def2-TZVPD) of a 14-piece molecular cluster, C69H177N17O25 overall.

Geometry as XYZ:
```
288
C69H177N17O25 (ωB97M-V/def2-TZVPD)
C -3.067 0.998 5.281
O -2.714 -0.170 4.961
N -2.476 1.483 6.461
N -3.802 1.886 4.562
H -2.742 2.376 6.812
H -2.058 0.765 7.049
H -3.869 2.885 4.882
H -4.287 1.600 3.768
C -4.916 -0.762 1.478
O -4.988 0.450 1.739
N -4.432 -1.606 2.383
N -5.197 -1.258 0.301
H -4.086 -2.482 2.078
H -3.896 -1.099 3.103
H -5.543 -0.678 -0.499
H -4.978 -2.269 0.135
C -6.084 3.698 2.094
O -6.473 4.835 2.224
N -6.785 2.597 2.412
N -4.825 3.361 1.632
H -6.360 1.728 2.315
H -7.594 2.684 2.970
H -4.574 2.394 1.371
H -4.256 4.109 1.247
C -0.948 4.054 -4.781
O 0.069 3.141 -4.707
C 1.044 3.336 -5.698
C 2.304 2.560 -5.262
N 2.967 3.280 -4.238
C 4.381 3.099 -4.038
C 4.797 1.727 -3.380
O 6.120 1.538 -2.998
C 6.980 1.479 -4.137
H -0.742 5.027 -4.364
H -1.764 3.684 -4.191
H -1.255 4.306 -5.801
H 1.334 4.392 -5.883
H 0.606 2.906 -6.619
H 2.867 2.527 -6.189
H 2.071 1.539 -4.921
H 2.475 3.354 -3.338
H 4.807 3.812 -3.356
H 4.899 3.380 -4.950
H 4.522 0.939 -4.131
H 4.134 1.498 -2.549
H 6.828 0.546 -4.701
H 8.002 1.533 -3.679
H 6.952 2.315 -4.856
C -2.111 4.243 -0.519
O -2.073 5.173 0.542
C -1.243 4.725 1.618
C -1.169 5.999 2.502
N -2.373 6.365 3.198
C -2.867 5.338 4.163
C -4.049 5.996 4.771
O -4.628 5.098 5.735
C -6.027 4.834 5.548
H -1.143 4.305 -0.998
H -2.966 4.438 -1.199
H -2.208 3.246 -0.163
H -0.218 4.639 1.135
H -1.505 3.847 2.193
H -0.768 6.863 2.002
H -0.444 5.750 3.266
H -3.141 6.564 2.530
H -2.137 5.239 4.891
H -3.125 4.395 3.734
H -4.730 6.408 4.050
H -3.768 6.943 5.298
H -6.391 4.830 4.520
H -6.570 5.634 6.029
H -6.275 3.880 5.988
C 3.828 -0.921 -7.203
O 2.742 -1.777 -7.632
C 2.124 -2.358 -6.494
C 1.272 -1.453 -5.697
N 0.254 -0.992 -6.600
C -0.667 0.025 -6.152
C -1.603 0.473 -7.234
O -0.747 0.938 -8.275
C -1.493 1.330 -9.413
H 4.040 -0.109 -7.975
H 4.729 -1.482 -6.964
H 3.558 -0.510 -6.212
H 2.895 -2.896 -5.921
H 1.582 -3.243 -6.910
H 1.787 -0.618 -5.196
H 0.778 -1.971 -4.843
H 0.661 -0.669 -7.485
H -0.280 0.917 -5.753
H -1.322 -0.431 -5.360
H -2.251 1.270 -6.776
H -2.229 -0.246 -7.742
H -2.221 2.081 -9.038
H -2.029 0.466 -9.911
H -0.850 1.867 -10.106
C -0.320 1.360 9.313
O -0.806 0.151 8.782
C 0.076 -0.921 8.967
C -0.233 -2.032 7.904
N -0.209 -1.566 6.540
C 0.969 -1.069 5.906
C 2.029 -2.130 5.699
O 2.840 -2.310 6.862
C 3.850 -3.206 6.596
H -0.939 2.226 8.995
H 0.717 1.664 9.066
H -0.248 1.388 10.403
H -0.064 -1.366 9.931
H 1.073 -0.536 8.829
H -1.197 -2.465 8.143
H 0.607 -2.684 8.086
H -1.041 -1.104 6.262
H 1.330 -0.111 6.355
H 0.676 -0.821 4.872
H 2.694 -1.915 4.842
H 1.439 -3.007 5.399
H 3.442 -4.202 6.364
H 4.416 -3.310 7.529
H 4.537 -2.819 5.839
C 3.013 5.085 9.582
O 1.766 5.144 8.887
C 1.717 6.243 7.876
C 0.625 6.017 6.826
N 0.865 4.946 5.902
C 0.382 3.613 6.301
C 0.573 2.537 5.277
O -0.206 2.841 4.107
C 0.168 2.074 2.940
H 2.980 4.145 10.125
H 3.160 5.940 10.307
H 3.810 5.159 8.835
H 2.714 6.317 7.406
H 1.485 7.130 8.502
H 0.539 6.891 6.168
H -0.295 5.913 7.387
H 0.591 5.131 4.976
H -0.670 3.709 6.577
H 0.914 3.281 7.175
H 0.431 1.578 5.774
H 1.607 2.547 5.028
H 1.192 2.189 2.685
H -0.432 2.345 2.094
H -0.096 1.016 3.186
C 0.166 -3.626 -1.647
O -0.419 -4.878 -1.139
C -1.879 -4.781 -1.365
C -2.541 -3.821 -0.473
N -3.929 -4.060 -0.162
C -4.687 -4.356 -1.445
C -6.113 -4.712 -1.173
O -6.003 -6.041 -0.625
C -7.264 -6.613 -0.357
H -0.584 -2.898 -1.922
H 0.794 -3.890 -2.478
H 0.859 -3.256 -0.902
H -2.205 -5.799 -1.252
H -2.078 -4.571 -2.429
H -2.452 -2.895 -1.056
H -2.015 -3.742 0.447
H -3.968 -4.941 0.413
H -4.281 -5.227 -2.006
H -4.599 -3.499 -2.098
H -6.619 -4.772 -2.140
H -6.518 -4.040 -0.434
H -7.069 -7.706 -0.065
H -7.932 -6.624 -1.184
H -7.782 -6.108 0.444
C 5.109 2.665 2.749
O 4.634 1.866 1.745
C 4.476 2.581 0.574
C 3.227 3.457 0.528
N 2.984 4.029 -0.752
C 2.051 5.168 -0.638
C 2.168 6.006 -1.853
O 3.526 6.307 -2.246
C 3.578 7.166 -3.378
H 5.396 2.004 3.593
H 4.345 3.403 3.103
H 6.038 3.083 2.371
H 4.370 1.894 -0.281
H 5.372 3.181 0.341
H 3.280 4.310 1.211
H 2.357 2.954 0.898
H 3.784 4.425 -1.223
H 2.155 5.923 0.208
H 1.058 4.770 -0.587
H 1.591 6.894 -1.723
H 1.648 5.480 -2.718
H 3.177 6.787 -4.297
H 4.626 7.384 -3.596
H 3.164 8.202 -3.187
C 4.810 -1.732 -3.444
O 4.846 -3.177 -3.321
C 3.936 -3.634 -2.387
C 3.862 -5.178 -2.346
N 3.378 -5.850 -3.522
C 2.070 -5.572 -3.976
C 1.725 -6.239 -5.310
O 1.489 -7.576 -5.129
C 1.403 -8.256 -6.352
H 3.884 -1.475 -3.911
H 5.670 -1.561 -4.058
H 4.829 -1.244 -2.478
H 2.901 -3.297 -2.610
H 4.309 -3.431 -1.370
H 3.277 -5.448 -1.444
H 4.854 -5.609 -2.109
H 4.135 -5.747 -4.224
H 1.851 -4.504 -4.107
H 1.294 -6.014 -3.273
H 2.504 -6.009 -6.011
H 0.774 -5.785 -5.762
H 0.790 -7.770 -7.148
H 1.041 -9.262 -6.179
H 2.314 -8.449 -6.892
C 4.813 -1.653 2.656
O 3.771 -2.532 2.265
C 4.151 -3.728 1.651
C 2.968 -4.682 1.537
N 3.329 -5.967 0.963
C 2.256 -6.836 0.492
C 2.647 -8.311 0.250
O 1.511 -8.946 -0.260
C 1.241 -8.636 -1.573
H 5.432 -2.018 3.512
H 4.247 -0.773 2.920
H 5.486 -1.389 1.786
H 4.915 -4.202 2.326
H 4.661 -3.533 0.690
H 2.361 -4.235 0.719
H 2.433 -4.687 2.505
H 3.894 -6.602 1.530
H 1.735 -6.404 -0.419
H 1.486 -6.892 1.318
H 2.858 -8.745 1.235
H 3.465 -8.452 -0.497
H 0.426 -7.856 -1.724
H 0.827 -9.512 -2.022
H 2.061 -8.214 -2.194
C -1.513 -3.552 -4.937
O -2.012 -2.503 -4.161
C -3.247 -2.102 -4.553
C -3.774 -1.005 -3.580
N -5.003 -0.342 -3.952
C -4.989 1.087 -3.748
C -5.184 1.580 -2.277
O -6.347 0.894 -1.839
C -6.855 1.473 -0.594
H -1.682 -3.275 -5.984
H -2.225 -4.409 -4.816
H -0.465 -3.731 -4.649
H -3.953 -2.899 -4.622
H -3.114 -1.651 -5.551
H -2.914 -0.318 -3.494
H -3.708 -1.400 -2.520
H -5.796 -0.759 -3.491
H -5.822 1.432 -4.321
H -4.039 1.476 -4.084
H -5.330 2.658 -2.400
H -4.277 1.394 -1.650
H -6.050 1.263 0.127
H -7.821 0.997 -0.436
H -7.013 2.552 -0.551
C -0.912 -1.886 2.239
O -0.630 -1.500 0.943
C -1.699 -0.707 0.383
C -1.274 0.034 -0.853
N -0.250 0.967 -0.526
C 0.593 1.425 -1.599
C 1.602 0.325 -1.938
O 2.693 0.368 -1.039
C 2.632 -0.563 0.090
H -0.048 -2.332 2.698
H -1.706 -2.659 2.286
H -1.157 -0.964 2.825
H -2.131 -0.013 1.125
H -2.563 -1.400 0.130
H -2.163 0.553 -1.270
H -0.874 -0.593 -1.648
H 0.274 0.624 0.307
H 1.031 2.362 -1.251
H 0.130 1.557 -2.568
H 2.080 0.315 -2.931
H 1.071 -0.628 -1.921
H 3.656 -0.830 0.401
H 2.263 -1.540 -0.162
H 2.053 -0.183 0.916
```

## Properties
**2S+1**: 1
**Orbital gap**: 8.5 eV
**E_HOMO**: -8.0 eV



Short version: 1 is the most stable of them.